1.
DFT (the ωB97M-V functional and the def2-TZVPD basis) results for a molecular structure, C19H18BrCeIN2O2.

Geometry (Å):
C: 0.679 -1.400 2.713
C: -0.141 -0.217 3.132
H: 0.063 -2.301 2.809
H: 1.491 -1.376 3.434
H: 1.157 -1.305 1.701
H: -0.934 0.180 2.452
H: -0.685 -0.576 4.011
H: 0.565 0.572 3.357
C: -0.240 -2.350 -2.365
C: -0.470 -3.041 -3.552
C: -1.423 -2.551 -4.449
C: -2.128 -1.386 -4.140
H: 0.484 -2.644 -1.610
H: 0.085 -3.942 -3.759
H: -1.619 -3.074 -5.392
H: -2.870 -0.964 -4.818
N: -0.941 -1.231 -2.094
C: -1.901 -0.729 -2.930
C: -2.617 0.447 -2.465
N: -2.311 0.893 -1.206
C: -2.940 1.930 -0.615
C: -4.263 2.212 -2.609
C: -3.940 2.616 -1.307
H: -2.620 2.171 0.394
H: -4.443 3.435 -0.827
C: -3.592 1.137 -3.180
H: -3.802 0.799 -4.198
H: -5.047 2.735 -3.169
Ce: -0.744 -0.266 -0.069
I: -2.741 -2.189 1.158
Br: 4.451 -0.756 -0.179
C: 4.089 0.249 1.380
C: 4.688 -0.151 2.585
C: 4.281 0.405 3.797
C: 3.361 1.454 3.792
C: 2.790 1.882 2.586
C: 3.093 1.260 1.380
C: 2.221 1.489 0.162
O: 2.614 2.079 -0.827
O: 1.056 0.855 0.290
H: 5.426 -0.959 2.552
H: 4.669 -0.014 4.721
H: 3.080 1.907 4.738
H: 2.070 2.714 2.615

Atoms 1-6, force components in eV/Å:
C -0.166 -0.314 -0.869
C -0.361 0.308 0.155
H 0.609 -0.090 -0.229
H 0.324 -0.627 -0.193
H -0.143 -0.225 0.543
H 0.152 -0.142 0.124

## Properties
ΔE to the lowest compared entry with this formula, charge and spin: 0.0 kJ/mol
LUMO energy (alpha / beta): -9.72 / -9.14 eV
orbital gap (alpha / beta): 4.07 / 4.65 eV
F_max: 4.404 eV Å⁻¹
total charge: +2

Atom charges from the Löwdin analysis, given in e for atoms 1 to 8: atom 1 (C): -0.166, atom 2 (C): -0.178, atom 3 (H): 0.062, atom 4 (H): 0.098, atom 5 (H): 0.058, atom 6 (H): 0.006, atom 7 (H): 0.108, atom 8 (H): 0.066

2.
DFT (the ωB97M-V functional and the def2-TZVPD basis) results for a molecular structure, C19H18F3N3RhSb.

Geometry (Å):
Rh: -0.052 -0.667 0.237
C: -0.032 2.396 1.910
C: 0.036 2.575 0.426
C: 0.081 3.829 -0.181
C: 0.125 3.927 -1.558
C: 0.126 2.766 -2.329
C: 0.100 1.559 -1.666
N: 0.053 1.467 -0.324
Sb: 0.097 -0.405 -2.555
C: 2.023 -0.848 -1.732
C: 3.219 -1.084 -2.361
C: 4.348 -1.261 -1.559
C: 4.232 -1.156 -0.188
C: 2.990 -0.907 0.396
C: 2.837 -0.676 1.866
N: 1.913 -0.798 -0.389
C: -1.758 -1.046 -0.834
C: -2.667 -1.625 -1.687
C: -3.976 -1.649 -1.182
C: -4.279 -1.170 0.079
C: -3.273 -0.655 0.905
C: -3.468 -0.182 2.302
N: -2.064 -0.623 0.351
H: -0.024 3.350 2.430
H: 0.820 1.811 2.265
H: -0.947 1.866 2.186
H: 0.078 4.717 0.436
H: 0.153 4.897 -2.035
H: 0.144 2.816 -3.409
H: 3.282 -1.144 -3.439
H: 5.310 -1.468 -2.009
H: 5.098 -1.257 0.452
H: 3.457 -1.362 2.439
H: 1.807 -0.804 2.206
H: 3.160 0.340 2.104
H: -2.428 -2.034 -2.657
H: -4.761 -2.074 -1.795
H: -5.292 -1.224 0.453
H: -4.438 -0.494 2.682
H: -3.423 0.908 2.341
H: -2.690 -0.583 2.952
F: 0.479 -3.329 -0.508
C: -0.013 -2.646 0.538
F: 0.808 -2.857 1.589
F: -1.193 -3.196 0.853

Atoms 1-6, force components in eV/Å:
Rh 0.474 0.162 -0.468
C 0.001 0.001 -0.002
C 0.010 0.020 0.029
C 0.004 -0.017 -0.002
C 0.001 -0.008 -0.014
C -0.012 0.028 0.008

## Properties
ΔE to the lowest compared entry with this formula, charge and spin: 0.0 kJ/mol
LUMO energy: -8.61 eV
orbital gap: 7.32 eV
F_max: 0.711 eV Å⁻¹
total charge: +2

Atom charges from the natural (NBO) analysis, given in e for atoms 1 to 8: atom 1 (Rh): 0.684, atom 2 (C): -0.659, atom 3 (C): 0.267, atom 4 (C): -0.214, atom 5 (C): -0.105, atom 6 (C): -0.249, atom 7 (C): -0.133, atom 8 (N): -0.565

3.
DFT (the ωB97M-V functional and the def2-TZVPD basis) results for a molecular structure, C19H18F4N3O4Pt.

Geometry (Å):
Pt: 0.373 0.445 0.307
O: -1.710 3.233 -2.407
C: -1.001 2.651 -1.480
O: -0.027 1.962 -1.702
C: -1.512 2.939 -0.096
C: -2.414 3.911 0.283
C: -2.657 4.082 1.645
C: -1.959 3.324 2.564
C: -1.051 2.384 2.096
N: -0.876 2.175 0.800
C: -0.114 1.589 2.986
O: -0.246 1.580 4.184
O: 0.824 0.993 2.310
H: -2.902 4.531 -0.455
H: -3.366 4.828 1.976
H: -2.073 3.444 3.633
C: 3.387 -0.147 0.877
C: 2.760 -1.309 1.634
N: 1.293 -1.496 1.410
C: 0.626 -1.795 2.708
C: -0.889 -1.843 2.619
C: 1.024 -2.587 0.461
C: 1.324 -2.148 -0.957
N: 0.491 -0.976 -1.220
C: -0.103 -0.888 -2.451
C: -1.405 -0.372 -2.575
F: -2.078 0.000 -1.483
C: -2.022 -0.275 -3.807
F: -3.259 0.210 -3.863
C: -1.378 -0.674 -4.965
C: -0.093 -1.178 -4.865
F: 0.563 -1.551 -5.955
C: 0.536 -1.295 -3.638
F: 1.793 -1.730 -3.597
H: 4.469 -0.187 1.003
H: 3.034 0.808 1.260
H: 3.188 -0.185 -0.195
H: 2.905 -1.157 2.702
H: 3.264 -2.247 1.382
H: 0.936 -1.022 3.405
H: 1.023 -2.752 3.069
H: -1.279 -1.046 1.974
H: -1.308 -1.693 3.613
H: -1.270 -2.791 2.244
H: -0.031 -2.848 0.525
H: 1.607 -3.480 0.713
H: 1.089 -2.946 -1.662
H: 2.376 -1.885 -1.085
H: -1.864 -0.590 -5.926

Atoms 1-6, force components in eV/Å:
Pt 0.195 -0.092 0.157
O 0.132 -0.096 -0.140
C -0.417 0.360 0.106
O 0.028 -0.041 -0.091
C 0.293 -0.294 0.233
C 0.016 -0.015 -0.116

## Properties
2S+1: 5
LUMO energy (alpha / beta): -3.92 / -7.03 eV
orbital gap (alpha / beta): 7.55 / 5.64 eV
F_max: 0.561 eV Å⁻¹
total charge: +1

Atom charges from the Löwdin analysis, given in e for atoms 1 to 8: atom 1 (Pt): 1.314, atom 2 (O): 0.316, atom 3 (C): -0.487, atom 4 (O): 0.059, atom 5 (C): -0.161, atom 6 (C): 0.043, atom 7 (C): 0.010, atom 8 (C): 0.059

4.
DFT (the ωB97M-V functional and the def2-TZVPD basis) results for a molecular structure, C19H18FHfN5O8SSe2.

Geometry (Å):
Hf: -0.185 0.042 -0.106
C: 2.712 -2.841 -0.120
C: 2.936 -1.425 -0.504
N: 2.007 -0.526 -0.806
C: 2.676 0.626 -1.150
C: 4.018 0.437 -1.050
N: 4.153 -0.869 -0.648
C: 5.233 1.277 -1.215
O: 5.052 2.525 -1.596
O: 6.315 0.781 -1.023
C: 1.881 1.852 -1.369
O: 2.387 2.925 -1.647
O: 0.608 1.642 -1.192
H: 1.762 -2.931 0.401
H: 3.513 -3.192 0.529
H: 2.689 -3.471 -1.011
H: 5.051 -1.305 -0.495
H: 4.090 2.744 -1.715
C: 1.897 0.890 3.432
S: 1.829 1.577 1.774
C: 0.838 3.046 2.079
H: 0.905 0.656 3.809
H: 2.403 1.597 4.087
H: 2.477 -0.030 3.384
H: 1.350 3.709 2.774
H: -0.139 2.763 2.470
H: 0.717 3.563 1.127
Se: -5.857 -1.143 1.088
N: -5.290 0.481 1.255
C: -4.235 1.055 0.611
C: -4.064 2.411 0.913
C: -3.038 3.154 0.363
C: -2.118 2.479 -0.411
N: -2.185 1.169 -0.695
C: -3.275 0.465 -0.285
N: -3.442 -0.777 -0.736
H: -4.781 2.848 1.594
H: -2.925 4.210 0.552
H: -1.257 2.979 -0.838
O: -2.289 -1.993 1.931
Se: -0.989 -1.166 2.362
O: -1.157 0.429 1.739
O: 0.296 -1.490 1.265
O: -0.499 -1.192 3.878
F: -2.990 -4.560 -3.490
C: -2.396 -3.539 -2.843
C: -1.023 -3.406 -2.918
C: -0.440 -2.353 -2.231
C: -1.174 -1.418 -1.487
C: -2.557 -1.605 -1.476
C: -3.183 -2.662 -2.136
H: -0.441 -4.115 -3.490
H: 0.639 -2.260 -2.282
H: -4.250 -1.264 -0.342
H: -4.256 -2.797 -2.108

Atoms 1-6, force components in eV/Å:
Hf 0.398 0.273 -0.061
C 0.001 -0.002 0.015
C -0.010 -0.026 -0.040
N -0.053 0.034 0.189
C 0.088 0.201 -0.071
C -0.044 -0.172 0.026

## Properties
ΔE to the lowest compared entry with this formula, charge and spin: 236.8 kJ/mol
LUMO energy: -2.07 eV
orbital gap: 6.37 eV
F_max: 0.498 eV Å⁻¹

Atom charges from the natural (NBO) analysis, given in e for atoms 1 to 8: atom 1 (Hf): 2.364, atom 2 (C): -0.678, atom 3 (C): 0.460, atom 4 (N): -0.586, atom 5 (C): 0.015, atom 6 (C): 0.022, atom 7 (N): -0.469, atom 8 (C): 0.767

5.
DFT (the ωB97M-V functional and the def2-TZVPD basis) results for a molecular structure, C19H18MgN2O3S2.

Geometry (Å):
Mg: 0.253 -0.411 -0.014
C: 0.143 -3.994 -2.375
O: -1.109 -3.773 -3.025
C: -1.573 -2.488 -3.215
C: -2.568 -2.379 -4.164
C: -3.157 -1.150 -4.471
C: -2.722 -0.024 -3.810
C: -1.727 -0.096 -2.826
C: -1.291 1.132 -2.198
N: -0.480 1.177 -1.211
N: -0.063 2.402 -0.763
C: 0.929 2.231 0.094
O: 1.445 1.121 0.432
C: 1.505 3.489 0.653
C: 0.864 4.722 0.531
C: 1.448 5.871 1.037
C: 2.682 5.813 1.674
C: 3.318 4.585 1.813
C: 2.731 3.434 1.313
C: -1.132 -1.349 -2.464
O: -0.261 -1.449 -1.533
H: 0.339 -5.063 -2.492
H: 0.946 -3.429 -2.852
H: 0.128 -3.731 -1.320
H: -2.880 -3.283 -4.674
H: -3.947 -1.091 -5.211
H: -3.154 0.946 -4.041
H: -1.657 2.071 -2.627
H: -0.095 4.747 0.032
H: 0.940 6.825 0.941
H: 3.144 6.715 2.057
H: 4.275 4.532 2.320
H: 3.198 2.464 1.430
C: 1.183 -3.480 3.573
C: 0.608 -2.470 2.582
S: 1.598 -2.259 1.145
C: -0.556 -1.845 2.853
C: -1.322 -2.119 4.132
S: -1.380 -0.658 1.844
H: 2.125 -3.860 3.183
H: 0.508 -4.329 3.726
H: 1.376 -3.024 4.551
H: -0.845 -2.862 4.775
H: -2.330 -2.470 3.888
H: -1.436 -1.190 4.701

Atoms 1-6, force components in eV/Å:
Mg 0.135 -0.758 1.056
C 0.099 -0.034 0.049
O -0.022 0.199 0.163
C -0.023 -0.282 -0.128
C 0.092 0.064 0.008
C -0.098 0.046 -0.024

## Properties
LUMO energy: 4.73 eV
orbital gap: 4.56 eV
F_max: 1.307 eV Å⁻¹
total charge: -2

Atom charges from the natural (NBO) analysis, given in e for atoms 1 to 8: atom 1 (Mg): 1.705, atom 2 (C): -0.246, atom 3 (O): -0.548, atom 4 (C): 0.281, atom 5 (C): -0.283, atom 6 (C): -0.300, atom 7 (C): -0.204, atom 8 (C): -0.206